Computed, not measured: 10 unconnected molecules or ions with the total composition C56H128F12N4O16P2S4 at a distorted geometry, with ωB97M-V/def2-TZVPD.

XYZ file:
```
222
Properties=species:S:1:pos:R:3:forces:R:3
C 0.90928 -5.39610 0.33716 1.3 0.2 -0.6
C 0.21480 -4.20635 0.90137 -1.7 0.8 -0.5
C -1.32188 -4.16134 0.61124 0.5 0.1 -0.4
C -1.98909 -5.46178 1.05385 -0.5 0.2 0.5
P -3.81202 -5.40445 1.17693 0.2 -0.5 0.1
C -4.43378 -4.03829 2.22291 0.7 0.0 0.1
C -3.83493 -3.89633 3.65151 -1.0 -0.8 -0.1
C -4.39609 -4.97660 4.58381 -0.4 -0.5 -0.5
C -3.88877 -4.99321 6.01080 -0.5 0.2 0.5
C -4.50895 -5.38450 -0.46049 0.2 0.1 -0.6
C -3.63222 -5.77156 -1.64297 1.4 0.3 -0.4
C -4.37236 -5.70542 -3.00710 -0.3 -1.6 1.5
C -3.37901 -6.05201 -4.11170 -0.3 -0.2 -0.2
C -4.33947 -6.98972 1.90363 0.8 -0.2 -0.8
C -4.26994 -8.19258 0.93402 -0.3 1.0 0.9
C -4.63911 -9.48207 1.66445 0.7 0.4 -0.6
C -3.56587 -9.94757 2.66334 -1.0 0.0 -0.3
H 2.00219 -5.22095 0.38940 -0.5 -0.4 0.0
H 0.66006 -5.57479 -0.70573 0.0 0.0 -0.2
H 0.68194 -6.28640 0.88832 -0.1 -0.6 0.3
H 0.65349 -3.26275 0.57117 0.1 0.0 -0.2
H 0.31536 -4.20343 1.96383 0.2 0.0 0.9
H -1.56721 -3.92988 -0.44440 0.4 -0.4 0.4
H -1.75204 -3.32656 1.14545 -0.1 0.3 0.4
H -1.68947 -5.71072 2.08022 0.3 -0.1 -0.1
H -1.71049 -6.29171 0.39682 -0.2 0.0 0.2
H -5.50802 -4.16287 2.19062 -0.4 -0.3 0.5
H -4.32506 -3.08071 1.73993 0.5 0.2 -0.7
H -4.10100 -2.89003 3.97937 0.2 -0.1 0.2
H -2.75769 -4.00549 3.63741 0.4 0.3 -0.1
H -4.25041 -5.94793 4.06475 0.1 0.5 0.7
H -5.48077 -4.87743 4.65293 -0.2 0.1 -0.2
H -4.34557 -5.82291 6.57895 0.3 0.2 -0.3
H -4.23739 -4.07249 6.52384 0.5 -0.4 -0.2
H -2.80821 -5.09360 6.07284 0.1 0.1 0.1
H -4.77025 -4.36627 -0.64677 -0.7 0.6 0.0
H -5.36803 -6.03287 -0.45809 -0.7 0.0 0.1
H -3.13369 -6.76449 -1.50948 -0.7 0.5 -0.2
H -2.77567 -5.07445 -1.71276 -0.3 -0.1 0.2
H -4.88861 -4.75972 -3.19865 0.3 0.0 0.3
H -5.18716 -6.47480 -2.83272 0.7 0.6 -1.0
H -3.89256 -6.03914 -5.06153 -0.1 0.0 -0.4
H -2.92889 -7.05251 -4.02201 -0.1 0.3 0.2
H -2.57747 -5.30760 -4.17699 -0.1 -0.1 0.2
H -5.32674 -6.93214 2.31488 -0.6 0.4 0.3
H -3.62550 -7.16605 2.69756 0.0 -0.2 0.4
H -3.22503 -8.23234 0.62646 -0.1 -0.4 -0.6
H -4.95976 -8.05454 0.08697 0.5 0.0 0.1
H -4.74579 -10.14150 0.79510 0.0 -0.7 0.7
H -5.59936 -9.43477 2.17392 -0.2 0.3 -0.2
H -3.49811 -9.32831 3.59115 0.4 -0.1 -1.0
H -2.64707 -10.13217 2.09732 0.2 0.2 0.7
H -3.96102 -10.87898 3.02699 0.3 -0.7 0.3
C 5.73821 3.10568 -4.30882 0.7 0.9 1.2
C 4.64786 2.38091 -3.60057 -1.1 -0.9 0.1
C 4.92955 2.04063 -2.12358 0.5 0.0 0.8
C 6.23674 1.20242 -1.93651 -0.4 0.1 -0.9
P 6.58597 0.64202 -0.25692 -2.3 -0.1 0.4
C 6.58474 2.09585 0.82208 0.2 -0.1 0.8
C 7.58506 3.18683 0.47988 -0.5 1.1 -1.8
C 7.46400 4.42632 1.37254 -0.4 -1.5 1.2
C 7.71122 4.14687 2.86467 0.1 -0.9 -0.2
C 5.15565 -0.51660 0.11829 1.7 1.0 -0.1
C 4.56923 -1.18053 -1.12309 -0.6 -0.5 0.3
C 3.59150 -2.29892 -0.68456 0.0 0.6 1.3
C 2.81958 -3.04368 -1.72918 0.6 -0.1 -1.3
C 8.16239 -0.14843 -0.12033 0.2 -0.1 -2.2
C 8.50797 -0.91641 1.12279 0.7 -0.1 1.1
C 9.38375 -0.11738 2.10512 -0.2 -0.8 0.1
C 9.68443 -0.98733 3.32005 0.2 0.8 0.4
H 5.82405 4.09421 -3.86408 0.2 0.3 0.0
H 5.55429 3.24245 -5.34950 -0.2 -0.1 -0.8
H 6.68725 2.61921 -4.14759 0.4 -0.2 -0.3
H 4.49849 1.46527 -4.13344 -0.3 -0.9 -0.3
H 3.70958 2.92886 -3.78765 0.1 -0.2 0.7
H 4.18858 1.47814 -1.52184 -0.3 0.4 -1.0
H 4.99413 2.97431 -1.59980 0.4 0.7 0.5
H 7.12879 1.71870 -2.26784 0.2 0.2 -0.3
H 6.04256 0.34549 -2.61223 0.7 0.1 0.5
H 6.89342 1.79074 1.82730 -0.5 -0.6 0.0
H 5.55497 2.47346 0.93475 0.3 -0.1 -0.2
H 7.44428 3.52836 -0.56719 -0.3 0.0 0.3
H 8.61635 2.86339 0.40820 0.3 -0.5 0.7
H 6.48804 4.90389 1.28492 -0.1 -0.1 -0.3
H 8.19931 5.10321 1.05986 0.9 1.2 -0.6
H 7.34642 4.97298 3.44519 -0.1 0.3 0.4
H 8.76572 4.00723 3.10144 0.2 0.2 -0.2
H 7.22236 3.22752 3.22616 -0.1 0.5 -0.1
H 4.49474 0.11256 0.70297 -0.6 0.0 0.0
H 5.58875 -1.21896 0.81042 0.0 -0.5 0.3
H 5.34926 -1.69614 -1.69545 0.0 0.4 -0.2
H 4.08523 -0.38514 -1.71400 0.0 -0.9 -0.1
H 2.89068 -1.89989 0.06080 0.0 0.3 -0.1
H 4.16527 -3.03616 -0.10703 0.1 0.2 0.0
H 3.52183 -3.71859 -2.24590 -0.5 -0.1 0.1
H 2.42802 -2.39072 -2.50870 -0.2 0.1 0.1
H 2.00047 -3.60950 -1.29535 0.1 -0.1 -0.1
H 8.84529 0.67330 -0.42518 0.2 -0.5 0.6
H 8.21771 -0.83774 -0.98728 -0.2 0.3 0.2
H 9.11563 -1.77018 0.81295 0.0 0.0 0.0
H 7.65086 -1.38445 1.65802 0.3 0.6 -0.4
H 8.92095 0.80847 2.43061 -0.4 0.2 0.1
H 10.32736 0.18621 1.64628 -0.1 -0.1 -0.3
H 8.79383 -1.13266 3.92360 -0.3 -0.4 -0.1
H 10.33601 -0.41817 3.97502 0.4 -0.1 0.1
H 10.16112 -1.93771 3.07149 -0.1 0.1 0.0
C 3.10658 5.47963 2.93709 1.6 -0.6 -0.8
N 1.68273 5.26592 2.75433 -0.5 0.1 1.5
C 1.33991 4.11914 3.60369 -1.4 -1.3 1.0
C 1.00554 6.45826 3.31119 -1.1 0.9 -1.1
C 1.35964 5.00875 1.33630 -0.1 1.4 -1.2
C -0.09698 4.73662 0.97404 -1.3 1.1 1.1
O -0.25931 4.66051 -0.42376 1.0 -1.2 0.2
H 3.43881 6.13824 2.15446 0.4 0.5 -0.1
H 3.66771 4.53956 2.86801 -0.3 0.0 -0.2
H 3.28940 5.85535 3.92070 0.1 0.5 0.5
H 1.65663 3.20258 3.09561 -0.1 0.1 0.3
H 0.24976 4.11409 3.78844 0.4 -0.3 -0.2
H 1.81426 4.18511 4.60024 0.0 0.0 -0.7
H -0.05715 6.44444 3.09916 -0.1 -0.3 0.1
H 1.38587 7.33281 2.83229 0.4 0.6 -0.6
H 1.13109 6.64115 4.35475 0.4 -0.7 0.8
H 1.98662 4.19329 0.98720 0.1 -0.2 0.1
H 1.64446 5.92151 0.78309 0.1 -0.3 0.2
H -0.81882 5.53802 1.29136 1.0 -0.5 0.0
H -0.41866 3.83337 1.48924 -0.1 0.1 0.0
H 0.26770 3.85348 -0.62294 -0.4 0.2 -0.8
C -2.72333 0.21853 0.86548 -0.6 0.1 0.4
N -1.58508 0.58776 -0.01715 1.4 1.1 -0.9
C -0.92427 -0.64682 -0.55402 -0.1 0.0 0.1
C -2.04122 1.47928 -1.16147 -1.1 -1.1 0.4
C -0.56560 1.40579 0.82578 0.9 -1.5 0.2
C 0.95668 1.34282 0.31720 -2.4 0.0 0.2
O 1.08095 2.03088 -0.90823 -0.1 1.7 0.6
H -3.52970 -0.32175 0.31735 0.9 0.5 0.2
H -3.07037 1.16171 1.31343 -0.1 -0.5 -0.1
H -2.33950 -0.38482 1.70795 -0.1 0.2 -0.5
H -0.19969 -0.43722 -1.36207 -0.9 0.0 0.4
H -1.72019 -1.35688 -0.81816 0.4 0.3 -0.2
H -0.36888 -1.00853 0.29438 0.1 -0.6 0.3
H -2.64797 0.82619 -1.80611 0.1 0.3 0.1
H -1.22034 1.89934 -1.71715 0.4 -0.2 0.2
H -2.67242 2.26686 -0.75247 0.0 0.0 0.2
H -0.51575 0.90433 1.81213 -0.3 0.3 -0.3
H -1.06577 2.37441 0.95992 0.5 -0.4 -0.2
H 1.18372 0.30182 0.08402 0.2 0.0 0.6
H 1.59969 1.69879 1.14842 -0.2 -0.1 -0.6
H 1.53725 1.45919 -1.53361 0.4 -0.4 -0.3
C -7.79266 3.87988 -1.40874 1.3 -1.5 0.3
N -6.88560 2.60546 -1.47051 -0.7 0.9 -0.2
C -7.77522 1.42630 -1.86926 1.6 -0.1 2.1
C -5.86171 2.76898 -2.62416 -0.9 -1.2 1.4
C -6.19609 2.35075 -0.10855 -1.7 0.7 -0.3
C -5.69728 3.65876 0.49120 0.9 -0.4 0.2
O -4.94984 4.41315 -0.48961 -0.4 -0.7 0.2
H -8.38656 3.83917 -0.51282 0.1 0.0 0.6
H -8.49578 3.71238 -2.18287 -0.4 0.4 -1.1
H -7.18137 4.78253 -1.48454 -0.3 -0.3 -0.1
H -7.04001 0.62123 -1.86249 -0.4 -0.3 -0.7
H -8.25589 1.62100 -2.80928 -0.1 0.0 -0.3
H -8.44962 1.20792 -1.03163 -0.2 0.3 -0.4
H -5.36906 3.71295 -2.45952 0.0 0.2 -0.5
H -6.46505 2.59311 -3.51578 0.4 0.6 -0.2
H -5.16831 1.92597 -2.50774 -0.1 0.2 -0.1
H -5.48543 1.55269 -0.21714 0.6 -0.1 -0.4
H -6.95677 1.94042 0.59565 0.3 0.4 -0.6
H -5.04272 3.32239 1.31319 -0.1 0.4 0.0
H -6.51671 4.24878 0.92039 0.2 -0.1 -0.2
H -4.69328 5.26577 -0.14191 0.0 0.2 0.4
C 0.97998 4.72827 -3.81608 0.1 -0.8 0.6
N -0.26397 4.52691 -4.67042 0.9 -0.2 0.1
C -0.78630 5.91539 -4.90986 0.0 -0.5 0.3
C 0.14580 3.78961 -5.98744 -1.0 2.5 0.8
C -1.23291 3.60552 -3.93018 1.5 0.2 0.5
C -2.29079 2.97948 -4.78356 -0.9 1.7 0.4
O -3.08230 4.06530 -5.33793 0.4 -0.5 0.3
H 1.29725 3.75273 -3.45379 0.2 0.0 -0.4
H 0.81022 5.31787 -2.92745 -0.9 0.2 0.2
H 1.81358 5.24684 -4.28847 -0.4 -0.3 -0.8
H -0.96171 6.44831 -3.97691 -0.1 -0.5 0.2
H -1.68535 5.88959 -5.49207 -0.2 0.0 -0.4
H 0.02848 6.42220 -5.37168 0.4 0.5 -0.8
H -0.76908 3.87892 -6.59700 0.6 -0.5 0.0
H 0.44417 2.80057 -5.65494 0.2 0.1 -0.6
H 0.90785 4.45554 -6.41752 0.0 -0.8 0.0
H -1.52485 4.19468 -3.07995 -0.8 0.2 0.4
H -0.60047 2.79413 -3.54731 -0.2 0.2 -0.2
H -2.90634 2.32029 -4.16420 0.2 -0.1 -0.1
H -1.75664 2.45077 -5.53776 -0.2 -0.9 -0.7
H -3.84065 3.73717 -5.83044 0.1 -0.2 0.0
C 1.20512 -0.70303 -4.97865 1.7 -1.5 0.6
F 0.44022 -0.38631 -5.96140 -1.4 0.6 -1.8
F 0.94422 -1.98179 -4.65215 -0.2 0.4 0.6
F 2.47925 -0.69283 -5.40542 0.2 0.2 0.1
S 0.95263 0.53098 -3.66951 -0.3 -1.5 -0.9
O 1.43863 1.71834 -4.38306 -0.8 -0.4 1.2
O -0.49650 0.34744 -3.47138 1.5 1.2 0.1
O 1.80289 0.11409 -2.54566 -0.5 0.5 -0.5
C -6.59549 -1.75013 -0.27363 0.4 -0.7 1.8
F -7.80760 -1.62029 -0.77730 0.0 0.4 -0.2
F -6.35914 -0.77769 0.63107 -0.4 0.5 0.0
F -6.60821 -2.89790 0.48065 0.0 0.4 -0.9
S -5.22179 -1.77559 -1.47793 -1.1 1.7 -1.3
O -4.14918 -2.32141 -0.70406 1.1 -0.3 0.5
O -5.83581 -2.60889 -2.46483 0.4 -0.3 -0.6
O -5.00098 -0.36099 -1.88059 -0.4 -1.3 0.7
C -3.06391 0.67489 5.50132 -1.1 2.3 0.3
F -3.98038 -0.08204 4.93269 -1.0 -1.0 -0.2
F -3.72750 1.61889 6.26187 0.5 -0.7 -0.7
F -2.33454 -0.02655 6.29611 0.9 -1.2 1.3
S -2.07042 1.40561 4.18821 -1.8 2.4 1.8
O -1.36049 0.25315 3.76701 1.4 -1.5 -1.5
O -3.13715 1.88526 3.29349 1.1 0.2 -0.1
O -1.30070 2.42539 4.88784 -0.1 -0.2 -1.1
C 4.56776 -0.17502 3.76378 2.3 -1.0 0.9
F 4.84694 -0.50674 5.03931 -0.8 0.2 -0.4
F 5.80433 -0.31833 3.14421 -0.6 0.5 -0.2
F 3.80028 -1.09990 3.21642 -0.6 0.0 0.0
S 3.93378 1.52248 3.62827 -1.8 -0.6 0.7
O 5.04816 2.35530 4.01193 -0.2 0.1 -0.2
O 3.59547 1.53886 2.19277 0.1 0.6 0.3
O 2.76600 1.49453 4.52793 1.6 0.4 -1.4
```
Forces are in eV/Å.

As for the charge: +2. The calculation puts the HOMO-LUMO gap at 8.81 eV. The highest occupied orbital energy comes out at -12.40 eV. Its LUMO energy is -3.590 eV. Its multiplicity is 1.